# 1
This record from the OMol25 dataset describes a cluster of 10 separate species, C60H50N10O20 in total. The level of theory is ωB97M-V/def2-TZVPD.

Output
- Net charge: 0
- F_max: 3.40 eV/Å
- SMILES string: O=[N+]([O-])c1ccccc1.O=[N+]([O-])c1ccccc1.O=[N+]([O-])c1ccccc1.O=[N+]([O-])c1ccccc1.O=[N+]([O-])c1ccccc1.O=[N+]([O-])c1ccccc1.O=[N+]([O-])c1ccccc1.O=[N+]([O-])c1ccccc1.O=[N+]([O-])c1ccccc1.O=[N+]([O-])c1ccccc1
- Highest occupied orbital energy: -9.46 eV
- Lowest unoccupied orbital energy: -1.1 eV
- ΔE to the lowest compared entry with this formula, charge and spin: 108.5 kcal/mol
- Orbital gap: 8.3 eV

Geometry (Å):
C (4.540, -7.916, -2.533)
C (3.793, -6.904, -3.150)
C (2.891, -6.148, -2.465)
C (2.755, -6.345, -1.080)
C (3.620, -7.251, -0.445)
C (4.397, -8.199, -1.153)
N (1.655, -5.639, -0.358)
O (1.153, -6.249, 0.584)
O (1.230, -4.554, -0.713)
H (5.106, -8.608, -3.138)
H (3.927, -6.776, -4.214)
H (2.364, -5.368, -2.994)
H (3.513, -7.423, 0.616)
H (4.819, -9.096, -0.725)
C (-5.064, 2.723, -5.652)
C (-6.340, 2.795, -5.060)
C (-6.439, 2.705, -3.688)
C (-5.323, 2.418, -2.891)
C (-4.065, 2.278, -3.468)
C (-3.950, 2.409, -4.841)
N (-5.502, 2.340, -1.424)
O (-4.469, 2.346, -0.782)
O (-6.623, 2.262, -0.956)
H (-4.875, 2.568, -6.704)
H (-7.080, 2.993, -5.820)
H (-7.441, 2.599, -3.299)
H (-3.182, 2.123, -2.865)
H (-2.977, 2.135, -5.222)
C (1.005, -3.313, 3.894)
C (1.031, -4.645, 3.505)
C (1.681, -5.581, 4.286)
C (2.333, -5.241, 5.436)
C (2.292, -3.916, 5.854)
C (1.542, -3.009, 5.112)
N (2.976, -6.220, 6.346)
O (3.763, -5.728, 7.108)
O (2.668, -7.405, 6.279)
H (0.370, -2.685, 3.286)
H (0.471, -4.966, 2.640)
H (1.579, -6.618, 4.003)
H (2.715, -3.755, 6.835)
H (1.357, -2.036, 5.541)
C (6.569, 2.013, 2.681)
C (5.271, 2.080, 3.037)
C (4.537, 3.307, 3.020)
C (5.208, 4.469, 2.521)
C (6.571, 4.365, 2.103)
C (7.260, 3.149, 2.222)
N (4.453, 5.726, 2.221)
O (5.119, 6.728, 2.112)
O (3.221, 5.717, 2.298)
H (7.007, 1.027, 2.720)
H (4.735, 1.200, 3.362)
H (3.554, 3.468, 3.439)
H (7.187, 5.207, 1.824)
H (8.274, 2.950, 1.908)
C (-3.617, 5.496, -2.471)
C (-2.627, 5.275, -1.539)
C (-2.713, 6.027, -0.368)
C (-3.631, 7.029, -0.199)
C (-4.634, 7.198, -1.125)
C (-4.599, 6.501, -2.334)
N (-3.583, 7.802, 1.081)
O (-2.624, 7.824, 1.792)
O (-4.651, 8.347, 1.356)
H (-3.524, 4.963, -3.406)
H (-1.800, 4.642, -1.825)
H (-1.965, 5.707, 0.341)
H (-5.375, 7.965, -0.953)
H (-5.244, 6.710, -3.174)
C (0.427, 6.413, -3.385)
C (1.037, 5.736, -2.325)
C (1.115, 6.359, -1.064)
C (0.598, 7.704, -0.927)
C (0.109, 8.331, -2.049)
C (0.036, 7.702, -3.267)
N (0.541, 8.328, 0.418)
O (-0.058, 9.434, 0.548)
O (1.389, 7.834, 1.193)
H (0.322, 5.949, -4.355)
H (1.420, 4.739, -2.483)
H (1.407, 5.831, -0.168)
H (-0.232, 9.355, -2.011)
H (-0.342, 8.152, -4.174)
C (-5.446, -1.066, 0.677)
C (-6.518, -0.812, -0.111)
C (-6.391, -0.926, -1.471)
C (-5.156, -1.289, -2.012)
C (-4.031, -1.505, -1.218)
C (-4.185, -1.377, 0.153)
N (-5.081, -1.447, -3.475)
O (-3.956, -1.569, -4.024)
O (-6.123, -1.531, -4.136)
H (-5.598, -0.933, 1.738)
H (-7.513, -0.551, 0.220)
H (-7.272, -0.730, -2.064)
H (-3.074, -1.850, -1.581)
H (-3.341, -1.534, 0.809)
C (6.257, -4.706, -2.418)
C (5.715, -4.588, -1.142)
C (5.632, -3.359, -0.493)
C (5.962, -2.222, -1.169)
C (6.438, -2.309, -2.542)
C (6.574, -3.551, -3.121)
N (5.871, -0.928, -0.437)
O (6.064, -0.874, 0.767)
O (5.551, 0.071, -1.020)
H (6.184, -5.679, -2.883)
H (5.392, -5.527, -0.718)
H (5.179, -3.302, 0.486)
H (6.687, -1.410, -3.087)
H (6.846, -3.634, -4.163)
C (1.876, -1.465, 0.940)
C (0.643, -1.491, 0.311)
C (-0.047, -0.341, -0.169)
C (0.536, 0.880, 0.083)
C (1.854, 0.911, 0.637)
C (2.508, -0.242, 1.059)
N (-0.153, 2.146, -0.434)
O (0.447, 3.171, -0.332)
O (-1.243, 2.093, -1.046)
H (2.334, -2.363, 1.330)
H (0.163, -2.443, 0.136)
H (-0.967, -0.467, -0.721)
H (2.409, 1.832, 0.736)
H (3.472, -0.020, 1.494)
C (-5.654, -3.539, 3.729)
C (-4.477, -2.830, 3.654)
C (-3.434, -3.437, 2.994)
C (-3.514, -4.741, 2.477)
C (-4.692, -5.476, 2.757)
C (-5.803, -4.857, 3.318)
N (-2.404, -5.292, 1.681)
O (-2.613, -6.475, 1.421)
O (-1.540, -4.520, 1.178)
H (-6.488, -3.009, 4.166)
H (-4.446, -1.780, 3.902)
H (-2.481, -2.939, 2.897)
H (-4.687, -6.505, 2.430)
H (-6.629, -5.521, 3.525)

# 2
This record from the OMol25 dataset describes a structure of composition C60H51F4IN8O14S. The level of theory is ωB97M-V/def2-TZVPD.

Output
- Net charge: 0
- F_max: 16.48 eV/Å
- Highest occupied orbital energy: -6.25 eV
- Lowest unoccupied orbital energy: -1.0 eV
- Orbital gap: 5.2 eV

Geometry (Å):
C (-2.258, 0.145, -0.725)
C (-1.266, -0.790, -1.394)
F (-0.400, -0.011, -2.169)
N (-1.857, -1.908, -2.150)
C (-3.272, -1.791, -2.375)
C (-4.115, -2.346, -1.424)
C (-3.516, -3.027, -0.179)
C (-4.317, -2.710, 1.105)
C (-3.406, -2.392, 2.324)
I (-4.162, -0.566, 3.229)
C (-5.483, -2.278, -1.554)
C (-6.099, -1.627, -2.654)
C (-5.226, -1.077, -3.577)
C (-3.863, -1.159, -3.438)
S (-2.760, -0.432, -4.650)
C (-1.411, -1.601, -4.577)
C (-0.695, -1.841, -5.724)
C (0.355, -2.745, -5.696)
C (0.654, -3.338, -4.496)
C (-0.042, -3.075, -3.326)
C (0.469, -3.794, -2.098)
F (-0.371, -3.813, -1.050)
F (1.628, -3.249, -1.652)
F (0.730, -5.088, -2.397)
C (-1.123, -2.196, -3.349)
H (-2.863, -0.341, 0.049)
H (-2.872, 0.703, -1.440)
H (-1.656, 0.901, -0.198)
H (-0.614, -1.251, -0.633)
H (-2.480, -2.677, -0.134)
H (-3.486, -4.103, -0.406)
H (-5.025, -1.889, 0.980)
H (-4.919, -3.600, 1.341)
H (-2.350, -2.289, 2.055)
H (-3.460, -3.169, 3.092)
H (-6.098, -2.714, -0.769)
H (-7.179, -1.552, -2.731)
H (-5.683, -0.568, -4.426)
H (-0.980, -1.316, -6.634)
H (0.946, -2.963, -6.581)
H (1.495, -4.031, -4.471)
C (-1.899, 6.303, -7.134)
C (-0.803, 5.482, -7.368)
C (-0.934, 4.107, -7.268)
C (-2.165, 3.569, -6.937)
C (-3.264, 4.374, -6.694)
C (-3.126, 5.749, -6.794)
N (-2.312, 2.110, -6.852)
O (-1.321, 1.428, -7.050)
O (-3.408, 1.663, -6.589)
H (-1.796, 7.377, -7.218)
H (0.152, 5.916, -7.632)
H (-0.079, 3.471, -7.450)
H (-4.221, 3.947, -6.431)
H (-3.977, 6.391, -6.609)
C (3.111, -2.964, 2.131)
C (2.276, -2.096, 1.440)
C (1.414, -1.262, 2.134)
C (1.403, -1.308, 3.518)
C (2.224, -2.173, 4.218)
C (3.082, -3.005, 3.519)
N (0.510, -0.410, 4.259)
O (-0.208, 0.332, 3.619)
O (0.548, -0.451, 5.474)
H (3.788, -3.610, 1.586)
H (2.300, -2.066, 0.361)
H (0.766, -0.587, 1.594)
H (2.206, -2.204, 5.298)
H (3.731, -3.684, 4.057)
C (1.252, 2.096, -3.511)
C (1.838, 2.901, -4.484)
C (2.449, 4.095, -4.123)
C (2.464, 4.461, -2.788)
C (1.877, 3.674, -1.817)
C (1.271, 2.487, -2.181)
N (3.126, 5.698, -2.365)
O (3.634, 6.404, -3.210)
O (3.129, 5.928, -1.167)
H (0.781, 1.163, -3.791)
H (1.821, 2.594, -5.522)
H (2.907, 4.718, -4.879)
H (1.891, 3.971, -0.778)
H (0.813, 1.864, -1.427)
C (5.142, 4.235, 1.692)
C (4.327, 5.347, 1.511)
C (3.756, 5.969, 2.611)
C (4.012, 5.470, 3.878)
C (4.816, 4.360, 4.069)
C (5.383, 3.740, 2.968)
N (3.427, 6.139, 5.049)
O (2.709, 7.099, 4.852)
O (3.696, 5.694, 6.149)
H (5.592, 3.752, 0.833)
H (4.139, 5.724, 0.510)
H (3.121, 6.833, 2.471)
H (5.007, 3.974, 5.061)
H (6.016, 2.872, 3.103)
C (3.670, -1.867, 10.336)
C (5.014, -2.144, 10.550)
C (5.748, -2.809, 9.580)
C (5.125, -3.184, 8.404)
C (3.785, -2.920, 8.181)
C (3.055, -2.258, 9.155)
N (5.906, -3.867, 7.362)
O (7.073, -4.101, 7.593)
O (5.335, -4.153, 6.327)
H (3.100, -1.342, 11.093)
H (5.490, -1.840, 11.472)
H (6.793, -3.024, 9.749)
H (3.304, -3.221, 7.261)
H (2.007, -2.043, 8.991)
C (2.166, 3.789, 5.922)
C (3.434, 4.239, 6.269)
C (4.558, 3.607, 5.758)
C (4.396, 2.532, 4.901)
C (3.139, 2.070, 4.555)
C (2.019, 2.703, 5.069)
N (5.582, 1.874, 4.336)
O (6.674, 2.292, 4.672)
O (5.405, 0.955, 3.561)
H (1.290, 4.288, 6.317)
H (3.547, 5.084, 6.933)
H (5.543, 3.959, 6.030)
H (3.017, 1.229, 3.886)
H (1.030, 2.353, 4.802)
C (-6.853, -6.639, -6.534)
C (-7.694, -5.580, -6.847)
C (-8.256, -4.817, -5.836)
C (-7.961, -5.123, -4.519)
C (-7.130, -6.180, -4.191)
C (-6.574, -6.941, -5.207)
N (-8.534, -4.301, -3.445)
O (-9.277, -3.392, -3.764)
O (-8.231, -4.568, -2.301)
H (-6.411, -7.230, -7.326)
H (-7.911, -5.348, -7.881)
H (-8.910, -3.994, -6.083)
H (-6.909, -6.415, -3.160)
H (-5.920, -7.768, -4.965)